This record from the Open Molecules 2025 dataset describes 2 unconnected molecules or ions with the total composition C6H15NO. The level of theory is ωB97M-V with the def2-TZVPD basis set.

```
! wB97M-V def2-TZVPD RIJCOSX def2/J DEFGRID3
* xyz 0 1
C -0.40268 -2.37534 -1.58929
C -0.22746 -0.89940 -1.94062
N -2.44457 -0.34902 -0.11502
C -1.20239 0.25354 0.03353
C -0.18408 0.10066 -0.82714
C 1.06152 0.92495 -0.61657
C -1.10723 1.14642 1.23182
H 0.36030 -2.66063 -0.88086
H -0.34719 -2.99067 -2.48762
H -1.37303 -2.52546 -1.11082
H 0.67606 -0.80031 -2.54664
H -1.00082 -0.63702 -2.68194
H -2.64871 -1.06178 -0.79007
H -3.04707 -0.36156 0.68435
H 1.55376 0.73369 0.33831
H 1.75464 0.77466 -1.44645
H 0.82105 1.99727 -0.64751
H -0.87091 2.17035 0.91765
H -2.07375 1.33808 1.70443
H -0.40828 0.81628 1.98982
H 3.79130 0.67602 3.56972
H 3.84193 2.17917 3.92360
O 3.47760 1.55009 3.28733
*
```

Computed properties:
E_LUMO: 0.9 eV
HOMO-LUMO gap: 8.056 eV
ΔE to the lowest compared entry with this formula, charge and spin: 32.3 kcal/mol
SMILES: CC/C(C)=C(/C)N.O

This record from the Open Molecules 2025 dataset describes a single C6H15NO molecule. The level of theory is ωB97M-V with the def2-TZVPD basis set.

```
! wB97M-V def2-TZVPD RIJCOSX def2/J DEFGRID3
* xyz 0 1
C 1.33097 -2.20984 -0.63626
O 1.11017 -2.78169 -1.90825
C 1.76519 -0.73763 -0.84362
C 1.12457 0.06772 0.13883
C 0.34434 1.44839 -0.10670
C -0.73775 1.79232 1.04047
C -1.87167 0.89948 1.15345
N -2.88491 0.81707 0.10741
H 2.11951 -2.94624 -0.14685
H 0.52035 -2.33566 0.14414
H 0.83159 -3.73254 -1.81367
H 1.25288 -0.45312 -1.84058
H 2.87287 -0.78346 -1.02858
H 0.35669 -0.48313 0.70834
H 1.95638 0.49161 0.95974
H -0.20901 1.49540 -1.04345
H 1.11890 2.21171 -0.02642
H -1.19544 2.69722 0.58592
H -0.24125 1.88392 1.98122
H -1.59312 -0.11920 1.37123
H -2.33571 1.29604 2.05380
H -2.76292 -0.10316 -0.30120
H -2.87264 1.58478 -0.54899
*
```

Computed properties:
E_LUMO: 0.8 eV
HOMO-LUMO gap: 9.957 eV
ΔE to the lowest compared entry with this formula, charge and spin: 76.1 kcal/mol
SMILES: NCCCCCCO

This record from the Open Molecules 2025 dataset describes a single C6H15NO molecule. The level of theory is ωB97M-V with the def2-TZVPD basis set.

```
! wB97M-V def2-TZVPD RIJCOSX def2/J DEFGRID3
* xyz 0 1
C 1.25794 1.34891 0.05767
O 2.54292 1.89487 -0.07528
C 1.18250 -0.08455 0.60198
C 0.88432 -1.20303 -0.41691
C -0.26673 -0.88267 -1.37443
C -1.57133 -0.12920 -0.83851
N -2.18422 -0.93293 0.23596
C -2.07284 -0.15754 1.54829
H 0.75383 2.04717 0.68638
H 0.95389 1.34817 -0.97104
H 3.29650 1.54897 0.52603
H 0.52645 -0.18985 1.48978
H 2.24245 -0.31085 1.08317
H 1.78990 -1.44991 -0.98937
H 0.73144 -2.17004 0.03011
H -0.55463 -1.79408 -1.94726
H 0.07747 -0.19947 -2.14839
H -1.18209 0.91595 -0.53604
H -2.25426 0.11457 -1.61539
H -1.66614 -1.82470 0.33099
H -1.08225 0.10362 1.77820
H -2.73049 0.75167 1.50122
H -2.43896 -0.87128 2.26359
*
```

Computed properties:
E_LUMO: 0.9 eV
HOMO-LUMO gap: 9.788 eV
ΔE to the lowest compared entry with this formula, charge and spin: 64.2 kcal/mol
SMILES: CNCCCCCO

This record from the Open Molecules 2025 dataset describes 2 unconnected molecules or ions with the total composition C6H15NO. The level of theory is ωB97M-V with the def2-TZVPD basis set.

```
! wB97M-V def2-TZVPD RIJCOSX def2/J DEFGRID3
* xyz 0 1
C 1.24429 1.19061 -1.57071
C -0.19203 1.52723 -1.21832
C -0.28859 1.97891 0.24509
C -0.56733 0.90025 1.29803
N 1.14748 -2.33975 1.24071
C 0.21051 -1.37965 1.46908
C 0.58816 -0.04814 1.40397
H 1.43740 1.71683 -2.61934
H 2.01373 1.72854 -0.92120
H 1.47245 0.05312 -1.77378
H -0.50820 2.34492 -1.90015
H -0.76389 0.60226 -1.43545
H -1.35565 2.59518 0.35040
H 0.50619 2.81499 0.49827
H -0.69757 1.29151 2.22474
H -1.58353 0.46850 0.98429
H 2.05462 -2.11950 0.86298
H 0.77398 -3.30293 0.89178
H -0.80038 -1.94015 1.59628
H 1.64500 0.20687 1.53267
H -1.50765 -2.24197 -1.22478
H -2.88689 -2.92044 -0.82453
O -1.94212 -3.12719 -1.11003
*
```

Computed properties:
E_LUMO: 0.7 eV
HOMO-LUMO gap: 8.072 eV
ΔE to the lowest compared entry with this formula, charge and spin: 82.2 kcal/mol
SMILES: CCCC/C=C/N.O

This record from the Open Molecules 2025 dataset describes 3 unconnected molecules or ions with the total composition C6H15NO. The level of theory is ωB97M-V with the def2-TZVPD basis set.

```
! wB97M-V def2-TZVPD RIJCOSX def2/J DEFGRID3
* xyz 0 1
C 1.56707 0.69994 -0.61956
C 1.98153 0.21465 0.74386
C 1.01302 0.73945 1.82691
C -0.02961 -0.03424 2.22534
C 0.54541 -0.05760 -1.43743
N -0.76689 -0.05690 -0.77930
C -1.77274 -0.80796 -1.44782
H 1.03754 1.65990 -0.45370
H 2.41241 0.93513 -1.27605
H 2.98202 0.50427 1.06729
H 1.86716 -0.90026 0.74071
H 1.27039 1.64891 2.37696
H -1.07609 0.20989 2.03663
H 0.21500 -1.03498 2.61123
H 0.79603 -1.12023 -1.76052
H 0.45956 0.50665 -2.36272
H -1.12224 0.94503 -0.94779
H -1.49208 -1.16354 -2.44502
H -2.61446 -0.12865 -1.39234
H -0.11228 2.56653 -1.41855
H -2.00245 -1.42208 0.29936
H -2.98096 -2.21646 1.18373
O -2.17734 -1.68743 1.22878
*
```

Computed properties:
E_LUMO: -2.6 eV
HOMO-LUMO gap: 4.630 eV
ΔE to the lowest compared entry with this formula, charge and spin: 254.9 kcal/mol

This record from the Open Molecules 2025 dataset describes a single C6H15NO molecule. The level of theory is ωB97M-V with the def2-TZVPD basis set.

```
! wB97M-V def2-TZVPD RIJCOSX def2/J DEFGRID3
* xyz 0 1
C 0.30472 -0.23674 0.35008
C -0.73544 -0.13640 -0.66651
C 1.76676 0.18189 -0.73824
C 0.24476 0.71139 1.53032
C -1.15998 1.22377 -1.16426
C -2.21637 -0.88515 0.17786
N 2.93644 -0.56649 -0.41020
O 0.57787 -1.54791 0.74245
H 0.12976 -1.73024 1.57497
H -0.55289 -0.84353 -1.47513
H 2.82440 -1.53647 -0.68265
H 3.11581 -0.53921 0.58777
H 1.59185 0.09388 -1.80957
H 1.93464 1.23395 -0.51273
H 1.16543 0.62488 2.10932
H 0.13737 1.74386 1.21162
H -0.59939 0.46650 2.17538
H -2.05586 1.58030 -0.65759
H -0.43915 2.02659 -1.03349
H -1.40350 1.19038 -2.22646
H -2.61269 -0.18447 0.91054
H -2.92750 -1.01967 -0.63405
H -2.02705 -1.85108 0.64061
*
```

Computed properties:
E_LUMO: 0.9 eV
HOMO-LUMO gap: 8.799 eV
ΔE to the lowest compared entry with this formula, charge and spin: 62.1 kcal/mol
SMILES: CC(C)[C@@](C)(O)CN

This record from the Open Molecules 2025 dataset describes a single C6H15NO molecule. The level of theory is ωB97M-V with the def2-TZVPD basis set.

```
! wB97M-V def2-TZVPD RIJCOSX def2/J DEFGRID3
* xyz 0 1
C 1.88691 0.66958 -0.45260
C 1.31502 1.56686 -1.52593
O -0.02766 1.94587 -1.17130
N 1.32397 -0.70381 -0.42886
C 0.42207 -0.99420 0.74489
C -1.03914 -0.59597 0.76819
C -1.95184 -1.34283 -0.19247
C -1.59864 -0.47083 2.18846
H 1.69889 1.14756 0.49629
H 2.96217 0.50645 -0.44542
H 1.31849 1.17477 -2.54848
H 1.85989 2.50915 -1.42115
H -0.54219 1.14411 -1.16198
H 0.70835 -0.86396 -1.19590
H 0.92852 -0.59711 1.59787
H 0.59506 -2.04532 0.87200
H -0.98690 0.40176 0.38259
H -2.93297 -0.88093 -0.21315
H -2.17736 -2.39091 0.04936
H -1.61053 -1.26978 -1.22689
H -1.27245 0.43457 2.66233
H -1.23645 -1.27013 2.85016
H -2.65647 -0.29206 2.10875
*
```

Computed properties:
E_LUMO: 0.9 eV
HOMO-LUMO gap: 9.890 eV
ΔE to the lowest compared entry with this formula, charge and spin: 46.5 kcal/mol
SMILES: CC(C)CNCCO

This record from the Open Molecules 2025 dataset describes a molecular structure, C6H15NO2. The level of theory is ωB97M-V with the def2-TZVPD basis set.

```
! wB97M-V def2-TZVPD RIJCOSX def2/J DEFGRID3
* xyz 0 1
C 1.68718 -0.97938 -0.06791
C -1.02215 1.25511 0.01947
C 0.66941 1.06183 1.18189
C 0.51284 -3.08014 0.32018
C -1.86930 0.41275 -0.95352
C -0.81901 2.66428 -0.51669
N 1.74272 -2.30210 0.21705
O 1.06740 -0.11801 1.51997
O 0.80840 -0.56962 -0.93390
H 0.12104 0.19904 -0.49921
H 2.65382 -0.47216 -0.03377
H 2.46781 -2.54510 0.87577
H -1.60483 1.29254 0.94038
H 0.17928 1.65432 1.95640
H 1.33896 1.65632 0.53892
H -0.08230 -2.77412 1.18526
H 0.77248 -4.13305 0.41880
H -0.07469 -2.94353 -0.58519
H -0.33993 3.32307 0.21217
H -1.98148 -0.61062 -0.59356
H -1.40901 0.35380 -1.94169
H -2.85732 0.87190 -1.06519
H -0.19048 2.64758 -1.41213
H -1.77082 3.13530 -0.78353
*
```

Computed properties:
E_LUMO: 0.9 eV
HOMO-LUMO gap: 9.087 eV
ΔE to the lowest compared entry with this formula, charge and spin: 98.5 kcal/mol

This record from the Open Molecules 2025 dataset describes 2 unconnected molecules or ions with the total composition C6H15NO2. The level of theory is ωB97M-V with the def2-TZVPD basis set.

```
! wB97M-V def2-TZVPD RIJCOSX def2/J DEFGRID3
* xyz 0 1
C -1.11318 -2.06211 -0.91615
C 0.11323 -1.21555 -1.04595
N 0.19193 0.03974 -0.26114
C 0.37433 -0.35323 1.17926
C 1.09246 0.81834 1.86923
C -0.85546 1.05970 -0.40818
C -2.15694 0.88245 0.33980
O -2.51213 1.90675 0.88427
H -2.14705 -1.68452 -1.27029
H -0.87274 -3.04926 -1.33433
H -1.31626 -2.19494 0.15107
H 0.41051 -0.85278 -2.04493
H 0.93711 -1.95233 -0.73122
H 1.01411 -1.23389 1.01004
H -0.55727 -0.66684 1.64905
H 2.19032 0.68423 1.58846
H 0.81578 1.75796 1.43858
H 1.06114 0.85770 2.98084
H -1.05390 1.12680 -1.51864
H -0.38512 1.98255 -0.06098
H -2.49711 -0.14993 0.43520
H 1.95325 1.07301 -0.77559
H 2.57158 2.01598 -1.83059
O 2.74140 1.21017 -1.32782
*
```

Computed properties:
E_LUMO: 0.7 eV
HOMO-LUMO gap: 9.778 eV
ΔE to the lowest compared entry with this formula, charge and spin: 65.3 kcal/mol
SMILES: CCN(CC)CC=O.O

This record from the Open Molecules 2025 dataset describes 2 unconnected molecules or ions with the total composition C6H15NO2. The level of theory is ωB97M-V with the def2-TZVPD basis set.

```
! wB97M-V def2-TZVPD RIJCOSX def2/J DEFGRID3
* xyz 0 1
C -1.68470 0.24905 -0.92871
C -2.33157 -0.77488 -1.83117
O -0.89165 1.11308 -1.38963
O -2.56806 0.65284 0.05107
H 0.38188 0.94423 -0.57589
H -2.23847 1.48033 0.43120
H -0.61637 -0.67147 -0.08821
H -1.57722 -1.22066 -2.47537
H -3.08142 -0.28541 -2.45362
H -2.83018 -1.53287 -1.22912
C 2.38788 0.07073 -0.75257
C -0.15896 -0.69518 2.03504
C 1.21048 0.42040 0.15971
N 1.48668 1.41402 1.18146
C 0.43706 -0.73661 0.64271
H 1.83234 2.26967 0.76249
H 2.20026 1.08446 1.82589
H 0.92788 -1.69134 0.44459
H 3.20345 -0.37508 -0.17730
H 2.08619 -0.63524 -1.52605
H 2.76992 0.96487 -1.24700
H 0.62654 -0.66477 2.78913
H -0.79089 0.18819 2.13883
H -0.78109 -1.56839 2.21252
*
```

Computed properties:
E_LUMO: 0.6 eV
HOMO-LUMO gap: 9.415 eV
ΔE to the lowest compared entry with this formula, charge and spin: 58.8 kcal/mol
SMILES: CC[C@H](C)N.CC(=O)O

This record from the Open Molecules 2025 dataset describes 2 unconnected molecules or ions with the total composition C6H15NO2. The level of theory is ωB97M-V with the def2-TZVPD basis set.

```
! wB97M-V def2-TZVPD RIJCOSX def2/J DEFGRID3
* xyz 0 1
C 1.24698 -0.62831 2.94399
C 1.25898 0.36277 1.70693
N 0.28138 0.32107 0.73400
C -1.88046 1.41459 -0.93303
C -0.64455 0.66756 -1.44149
C 0.58452 0.83751 -0.57125
C 1.65248 -0.12982 -1.25680
O 2.15784 1.16949 1.54969
H 0.28858 -0.95777 3.08647
H 1.86430 -1.46731 2.89907
H 1.53765 -0.05551 3.80437
H -0.49568 -0.34568 0.90256
H -1.50930 2.15525 -0.07782
H -2.47338 0.72664 -0.32924
H -2.23140 2.02760 -1.76975
H -0.93990 -0.34372 -1.77714
H -0.48814 1.05965 -2.40172
H 1.05087 1.81363 -0.58671
H 1.55740 -0.36831 -2.32370
H 1.68154 -0.96970 -0.59689
H 2.66706 0.34752 -0.95345
H -2.38281 -3.28825 -0.59694
H -2.78890 -1.95388 -1.18570
O -1.99506 -2.39503 -0.82545
*
```

Computed properties:
E_LUMO: 0.4 eV
HOMO-LUMO gap: 9.542 eV
ΔE to the lowest compared entry with this formula, charge and spin: 46.2 kcal/mol
SMILES: CC[C@H](C)NC(C)=O.O

This record from the Open Molecules 2025 dataset describes 2 unconnected molecules or ions with the total composition C6H15NO3P. The level of theory is ωB97M-V with the def2-TZVPD basis set.

```
! wB97M-V def2-TZVPD RIJCOSX def2/J DEFGRID3
* xyz -1 1
C 0.41370 1.64487 1.81572
C 0.42347 -1.69932 1.32191
C 0.80390 0.65560 -1.53197
C 0.38038 -1.66199 -1.49327
C 1.45605 0.63281 1.32671
C 0.83047 -0.48769 0.54988
N 1.04141 -0.56526 -0.81409
O -2.41749 2.22522 -0.82699
O -2.53232 -0.18260 -1.77022
O -3.16021 0.32800 0.70979
P -2.21502 0.80767 -0.35471
H -0.15534 2.03715 0.97495
H 0.88573 2.46507 2.35888
H -0.30543 1.15357 2.47014
H 1.15820 -2.51544 1.25067
H 0.31252 -1.43198 2.36960
H -0.53956 -2.07926 0.98025
H 1.42587 1.47021 -1.16595
H 1.00095 0.51325 -2.59404
H -0.26877 0.92573 -1.35967
H 0.70175 -1.66957 -2.53551
H 0.63968 -2.61640 -1.04169
H -0.70769 -1.51578 -1.46130
H 1.97322 0.21862 2.20206
H 2.20490 1.15008 0.72138
H -3.35035 0.19744 -2.10252
*
```

Computed properties:
E_LUMO (alpha / beta): 3.6 / 3.5 eV
HOMO-LUMO gap (alpha / beta): 6.175 / 6.720 eV
ΔE to the lowest compared entry with this formula, charge and spin: 46.9 kcal/mol

> Among the records above, which one has the lowest ΔE to the lowest compared entry with this formula, charge and spin?

number 1

> Look up the ΔE to the lowest compared entry with this formula, charge and spin of the eleventh one.

46.2 kcal/mol